{"formula": "C26H21F4N2O", "method": "ωB97M-V/def2-TZVPD", "symbols": ["F", "C", "C", "C", "F", "C", "C", "C", "C", "C", "C", "F", "C", "C", "F", "C", "C", "H", "H", "H", "H", "H", "H", "H", "H", "C", "H", "C", "C", "N", "C", "C", "C", "C", "C", "C", "C", "C", "C", "C", "N", "O", "H", "H", "H", "H", "H", "H", "H", "H", "H", "H", "H", "H"], "positions_angstrom": [[-1.550, 2.857, 1.145], [-0.572, 2.131, 1.794], [-0.214, 2.554, 3.065], [0.897, 1.905, 3.603], [1.374, 2.347, 4.818], [1.515, 0.824, 2.982], [1.095, 0.380, 1.708], [1.838, -0.838, 1.154], [1.524, -1.537, -0.176], [1.993, -2.855, -0.227], [1.624, -3.701, -1.256], [2.139, -4.975, -1.281], [0.714, -3.307, -2.229], [0.366, -1.962, -2.235], [-0.535, -1.548, -3.195], [0.792, -1.046, -1.272], [-0.001, 1.043, 1.128], [-0.737, 3.349, 3.590], [2.318, 0.281, 3.499], [1.750, -1.640, 1.948], [2.655, -3.209, 0.558], [0.340, -4.003, -2.968], [0.585, 0.007, -1.439], [-0.449, 0.740, 0.185], [2.923, -0.615, 1.252], [4.643, 2.257, -1.540], [4.786, 2.728, -0.557], [5.518, 1.243, -1.966], [5.283, 0.574, -3.172], [4.353, 1.055, -4.036], [4.328, 0.513, -5.416], [3.319, -0.574, -5.558], [1.996, -0.233, -5.817], [1.025, -1.225, -5.875], [1.385, -2.564, -5.695], [2.710, -2.901, -5.414], [3.683, -1.907, -5.363], [3.508, 2.046, -3.660], [3.509, 2.522, -2.343], [2.162, 2.942, -1.843], [2.090, 3.487, -0.599], [1.156, 2.750, -2.537], [6.365, 0.940, -1.342], [5.740, -0.379, -3.489], [4.069, 1.357, -6.060], [5.333, 0.124, -5.602], [1.743, 0.823, -5.943], [-0.007, -0.948, -6.088], [0.621, -3.342, -5.761], [2.990, -3.944, -5.261], [4.727, -2.145, -5.147], [2.836, 2.377, -4.460], [2.903, 3.676, -0.025], [1.181, 3.607, -0.167]], "atomic_forces_ev_per_a": [[0.8, -0.9, 0.6], [-0.6, 0.4, -0.2], [0.6, -0.2, -0.3], [0.0, 0.0, 0.7], [-0.5, -0.6, -1.2], [0.3, 0.0, -0.1], [-0.6, 0.3, 0.4], [0.4, -0.3, 0.9], [0.0, 0.1, 0.0], [0.1, -0.1, 0.0], [0.2, -0.5, 0.0], [-0.6, 1.2, 0.0], [0.4, 0.2, 0.0], [-0.7, -0.1, -0.3], [1.1, -0.2, 0.8], [0.2, -0.1, 0.0], [0.2, 0.1, 0.0], [0.2, -0.1, -0.2], [-0.3, 0.5, -0.2], [-0.2, 0.7, -0.8], [-0.2, -0.1, -0.1], [0.0, 0.1, 0.0], [-0.3, -0.2, 0.3], [0.2, 0.1, 0.2], [-0.5, 0.1, -0.5], [-0.6, -0.6, -0.6], [-0.1, -0.3, -0.5], [0.1, -0.2, -0.4], [-0.2, 0.1, 0.4], [0.5, 1.1, 1.2], [0.0, -0.2, -0.2], [-0.3, -0.4, 0.1], [0.0, -0.1, 0.2], [-0.1, 0.0, -0.2], [0.1, 0.2, 0.1], [0.0, -0.1, -0.2], [-0.1, 0.2, 0.2], [0.4, -0.9, -0.3], [0.7, -0.7, -0.2], [-1.9, 1.2, 0.1], [0.4, -0.3, -0.2], [1.7, 0.0, 0.8], [-0.4, 0.0, -0.2], [0.1, 0.9, 0.3], [0.4, -0.1, 0.0], [-0.2, 0.4, -0.2], [-0.1, -0.4, -0.1], [0.3, -0.2, 0.1], [0.3, 0.3, 0.0], [-0.1, 0.3, 0.0], [-0.3, -0.1, -0.1], [-0.1, -0.1, 0.8], [-0.3, -0.1, -0.2], [0.1, 0.0, -0.2]], "relative_energy_ev": 0.000, "charge": 1, "homo_lumo_gap_ev": 7.060, "energy_ha": -1587.3443}

=====

{"formula": "C26H22BClF6GaN2O3Sb", "method": "ωB97M-V/def2-TZVPD", "symbols": ["Ga", "Cl", "C", "C", "C", "C", "O", "C", "C", "N", "C", "C", "C", "C", "C", "C", "C", "C", "N", "C", "C", "H", "H", "H", "H", "H", "H", "H", "H", "H", "H", "F", "Sb", "F", "F", "F", "F", "F", "C", "C", "C", "C", "C", "C", "C", "C", "O", "B", "O", "C", "C", "H", "H", "H", "H", "H", "H", "H", "H", "H", "H", "H", "H"], "positions_angstrom": [[0.277, -0.508, -0.126], [2.436, -1.585, 6.470], [1.508, -1.414, 5.047], [0.636, -2.455, 4.663], [-0.079, -2.339, 3.508], [0.080, -1.218, 2.635], [-0.494, -1.233, 1.498], [0.876, -0.104, 3.110], [0.804, 1.164, 2.446], [0.288, 1.262, 1.267], [-0.101, 2.407, 0.614], [0.153, 3.719, 0.981], [-0.452, 4.780, 0.299], [-1.339, 4.552, -0.724], [-1.599, 3.236, -1.159], [-2.519, 2.927, -2.183], [-2.738, 1.613, -2.509], [-2.010, 0.613, -1.856], [-1.141, 0.874, -0.900], [-0.945, 2.156, -0.514], [1.582, -0.245, 4.305], [0.553, -3.336, 5.286], [-0.747, -3.121, 3.177], [1.104, 2.041, 3.029], [0.802, 3.939, 1.816], [-0.242, 5.790, 0.612], [-1.855, 5.372, -1.201], [-3.051, 3.720, -2.689], [-3.455, 1.334, -3.265], [-2.162, -0.428, -2.118], [2.196, 0.569, 4.657], [-0.871, -1.914, -1.038], [0.386, -3.501, -1.430], [1.828, -4.701, -1.581], [-0.783, -4.640, -0.481], [-0.622, -3.708, -3.016], [1.124, -2.862, 0.250], [1.385, -2.091, -2.275], [7.869, 2.529, -1.825], [8.001, 1.289, -0.942], [8.825, 0.235, -1.705], [8.720, 1.704, 0.354], [6.667, 0.661, -0.594], [6.655, -0.384, 0.350], [5.496, -0.987, 0.794], [4.315, -0.533, 0.238], [3.037, -0.924, 0.464], [2.261, -0.209, -0.408], [3.008, 0.684, -1.120], [4.306, 0.472, -0.742], [5.466, 1.080, -1.170], [8.853, 2.955, -1.999], [7.256, 3.286, -1.343], [7.441, 2.283, -2.792], [9.823, 0.617, -1.905], [8.342, 0.015, -2.654], [8.918, -0.692, -1.148], [9.642, 2.227, 0.114], [8.974, 0.859, 0.984], [8.085, 2.378, 0.925], [7.593, -0.734, 0.751], [5.501, -1.768, 1.536], [5.425, 1.849, -1.921]], "atomic_forces_ev_per_a": [[-1.3, 0.7, -0.3], [-0.2, 0.1, -0.3], [0.1, -0.2, 0.3], [-0.3, -0.1, -0.4], [0.0, -0.5, 0.4], [-0.3, 0.1, -0.6], [0.2, -0.4, 1.0], [0.6, -0.5, 0.8], [-0.3, 0.9, -0.8], [0.5, -0.7, 1.1], [-0.2, 1.1, -0.5], [0.0, -0.6, 0.0], [-0.2, 0.1, -0.2], [0.2, -0.1, 0.2], [0.2, -0.3, 0.3], [0.0, -0.4, 0.0], [-0.1, 0.4, 0.0], [-0.1, -0.2, -0.1], [0.3, -0.8, 0.0], [0.0, 0.8, 0.2], [-0.3, 0.6, -0.9], [0.0, 0.0, 0.0], [0.0, -0.1, 0.0], [0.0, -0.1, -0.1], [0.1, 0.0, 0.1], [0.0, 0.1, 0.0], [0.0, 0.1, -0.1], [0.0, 0.1, 0.0], [0.0, 0.0, -0.1], [0.2, 0.1, 0.0], [0.1, 0.1, 0.1], [0.6, 0.0, 0.2], [0.3, 0.1, -0.1], [-0.9, 0.3, -0.2], [0.5, 0.5, -0.4], [0.6, -0.1, 0.7], [-0.4, -0.3, -0.7], [-0.4, -0.6, 0.3], [0.0, -0.2, 0.2], [0.4, -0.2, -0.1], [0.0, 0.3, 0.1], [-0.1, 0.0, -0.2], [-0.3, -0.2, 0.3], [0.1, 0.4, -0.2], [-0.6, 0.1, -0.1], [1.1, 1.0, -0.8], [-0.4, -0.7, 0.6], [-0.1, -0.2, 0.1], [-0.5, 0.5, -0.7], [0.7, -1.0, 1.1], [-0.1, 0.0, 0.1], [0.1, 0.0, 0.0], [-0.1, 0.2, 0.0], [-0.1, 0.0, -0.2], [0.2, 0.0, -0.1], [0.0, -0.1, -0.1], [0.0, -0.1, 0.1], [0.2, 0.1, 0.0], [0.0, -0.1, 0.1], [0.0, 0.1, 0.1], [0.1, 0.0, 0.1], [0.0, -0.1, 0.1], [0.0, 0.2, -0.1]], "relative_energy_ev": 0.860, "spin_multiplicity": 2, "charge": 1, "homo_lumo_gap_ev": [6.108, 3.975], "energy_ha": -4588.5227}

=====

{"formula": "C26H22Cl3N4O2PtS3", "method": "ωB97M-V/def2-TZVPD", "symbols": ["Pt", "C", "C", "N", "N", "C", "S", "S", "C", "C", "C", "C", "C", "C", "C", "C", "C", "C", "C", "C", "C", "O", "H", "H", "H", "H", "H", "H", "H", "H", "H", "H", "H", "H", "H", "H", "Cl", "C", "C", "C", "Cl", "C", "O", "C", "Cl", "C", "H", "H", "C", "N", "C", "C", "N", "C", "S", "H", "H", "H", "H", "H", "H"], "positions_angstrom": [[0.138, 0.149, -0.110], [-2.387, -3.081, 1.253], [-1.886, -1.854, 0.567], [-0.624, -1.566, 0.560], [0.322, -2.489, 0.998], [0.937, -2.295, 2.082], [0.747, -0.933, 3.235], [2.019, -3.527, 2.703], [3.575, -2.591, 2.689], [3.893, -1.866, 1.405], [3.418, -2.284, 0.166], [3.754, -1.587, -0.984], [4.596, -0.486, -0.917], [5.096, -0.081, 0.312], [4.734, -0.758, 1.468], [-2.789, -0.991, -0.185], [-4.160, -0.999, 0.102], [-5.055, -0.296, -0.669], [-4.584, 0.407, -1.781], [-3.244, 0.420, -2.100], [-2.309, -0.260, -1.305], [-1.035, -0.251, -1.705], [-2.837, -2.798, 2.207], [-1.582, -3.786, 1.445], [-3.154, -3.563, 0.652], [4.314, -3.366, 2.910], [3.582, -1.898, 3.530], [2.783, -3.158, 0.095], [3.377, -1.922, -1.941], [4.871, 0.041, -1.822], [5.778, 0.759, 0.369], [5.123, -0.434, 2.429], [-4.514, -1.557, 0.959], [-6.109, -0.297, -0.428], [-5.281, 0.953, -2.403], [-2.875, 0.951, -2.966], [0.752, 4.434, -6.042], [0.856, 3.646, -4.504], [1.153, 2.297, -4.449], [1.228, 1.666, -3.218], [1.688, 0.001, -3.166], [1.005, 2.358, -2.028], [1.086, 1.802, -0.811], [0.740, 3.727, -2.133], [0.505, 4.625, -0.662], [0.656, 4.380, -3.347], [1.342, 1.738, -5.353], [0.434, 5.436, -3.388], [2.323, 1.737, 4.718], [2.685, 2.017, 3.330], [3.781, 2.749, 2.929], [3.727, 2.843, 1.577], [2.626, 2.148, 1.166], [2.013, 1.653, 2.232], [0.469, 0.796, 2.091], [2.492, 2.635, 5.307], [2.921, 0.916, 5.107], [1.268, 1.480, 4.770], [4.481, 3.152, 3.639], [4.371, 3.356, 0.886], [2.160, 2.089, 0.192]], "atomic_forces_ev_per_a": [[-0.7, -0.2, 0.3], [0.0, -0.1, -0.1], [0.0, -0.1, -0.5], [0.1, 0.5, 0.6], [-0.4, -0.4, 0.2], [0.2, 0.4, -0.1], [0.1, 0.0, 0.0], [-0.1, -0.1, -0.1], [0.0, 0.0, 0.1], [0.0, 0.0, 0.0], [0.0, 0.0, 0.0], [0.1, -0.1, 0.0], [0.0, 0.0, 0.0], [0.0, 0.0, 0.0], [-0.1, 0.1, 0.0], [0.2, -0.1, 0.0], [-0.1, 0.0, 0.1], [0.0, 0.0, 0.0], [0.0, 0.0, 0.0], [0.0, -0.1, 0.1], [0.0, -0.1, -0.2], [0.3, 0.3, 0.2], [0.0, 0.0, 0.0], [0.0, 0.0, 0.0], [0.0, 0.0, 0.0], [0.0, 0.0, 0.0], [0.0, 0.0, 0.0], [0.0, 0.0, 0.0], [0.0, 0.0, 0.0], [0.0, 0.0, 0.0], [0.0, 0.0, 0.0], [0.0, 0.0, 0.0], [0.0, 0.0, 0.0], [0.0, 0.0, 0.0], [0.0, 0.0, 0.0], [0.0, 0.0, 0.0], [0.0, 0.0, 0.0], [0.0, 0.0, 0.0], [0.0, 0.0, 0.0], [0.1, 0.0, -0.1], [0.0, 0.0, 0.0], [-0.2, 0.1, 0.0], [0.2, 0.0, 0.0], [-0.1, 0.0, 0.1], [0.0, 0.0, -0.1], [0.0, 0.0, 0.0], [0.0, 0.0, 0.0], [0.0, 0.0, 0.0], [0.0, 0.0, 0.0], [0.0, 0.0, 0.1], [0.0, 0.1, 0.1], [0.0, 0.0, -0.1], [0.0, 0.1, 0.1], [0.1, -0.2, -0.2], [0.2, 0.0, -0.4], [0.0, 0.0, 0.0], [0.0, 0.0, 0.0], [0.0, 0.0, 0.0], [0.0, 0.0, 0.0], [0.0, 0.0, 0.0], [0.0, -0.1, 0.0]], "relative_energy_ev": 0.520, "charge": 1, "homo_lumo_gap_ev": 6.644, "energy_ha": -4067.7159}